Entry 1:
Entry from the OMol25 dataset: the ion C2H9N2O with charge +1 in a non-equilibrium geometry (ωB97M-V/def2-TZVPD).

```
14
Properties=species:S:1:pos:R:3:forces:R:3:lowdin_charge:R:1
C 1.422196 -0.867475 0.036040 0.29 0.89 -3.94 0.0137
C 0.127849 -0.120889 -0.309812 -2.14 -3.00 0.74 -0.3619
N 0.213852 1.234661 0.207064 -1.44 0.88 2.21 0.2489
O -0.932578 -0.865387 0.357759 1.15 0.80 -0.30 -0.1455
N -2.162510 -0.395930 -0.166297 0.28 1.90 0.90 0.0568
H 1.747423 -0.851040 1.014108 0.13 0.58 2.47 0.0613
H 2.305876 -0.416295 -0.587163 -1.59 -1.32 0.80 0.1430
H 1.170684 -1.909309 -0.150855 0.60 -0.04 -0.55 0.1040
H -0.278576 -0.066213 -1.326408 1.24 0.05 -0.21 0.1645
H 0.165304 1.185949 1.254194 0.29 0.17 -0.90 0.2122
H 1.095735 1.524776 -0.095811 2.12 1.13 -0.14 0.1399
H -0.440958 1.963987 -0.086921 -0.53 -0.55 -0.27 0.1854
H -2.447064 -0.977453 -0.899130 -0.28 -1.42 -1.32 0.0777
H -2.846536 -0.485102 0.563057 -0.10 -0.06 0.51 0.1002
```
Positions in Å, forces in eV/Å.

Maximum force = 4.05 eV/Å
Charge = +1
SMILES string = C[C@H]([NH3+])ON
Molecular weight = 77.107 u
2S+1 = 1
Calculated total energy = -7238.775 eV
E_LUMO = -3.6 eV
Gap between HOMO and LUMO = 10.69 eV



Entry 2:
Entry from the OMol25 dataset: a structure of composition C24H30IN7O4S2Sm (ωB97M-V/def2-TZVPD).

```
69
Properties=species:S:1:pos:R:3:forces:R:3:lowdin_charge:R:1
Sm -0.073495 0.348241 0.589046 0.48 -0.09 0.08 1.3549
N 3.998729 -2.237698 1.407919 0.06 0.15 0.07 0.0801
C 2.943104 -1.583954 0.886979 -0.02 0.02 -0.08 -0.8939
S 2.762263 0.082797 1.333798 -0.35 -0.01 -0.11 0.4991
N 2.208190 -2.304321 0.059861 0.12 -0.23 0.11 -0.0282
N 1.040742 -1.743650 -0.337652 0.09 0.20 -0.12 -0.1475
C 0.467753 -2.330164 -1.322081 -0.13 -0.10 -0.12 -0.1159
C -0.854446 -1.911582 -1.793029 0.00 0.05 -0.08 -0.2806
C -1.502189 -2.628221 -2.786123 -0.04 -0.14 -0.07 -0.0003
C -2.785593 -2.253338 -3.162179 0.00 0.01 -0.02 -0.0209
C -3.378006 -1.168932 -2.539319 -0.07 -0.06 -0.07 -0.0131
C -2.653732 -0.486630 -1.576890 0.01 0.13 0.13 -0.1053
N -1.422235 -0.841044 -1.210252 0.12 0.09 0.01 0.0049
H 4.653654 -1.729792 1.972519 0.05 -0.04 0.03 0.0842
H 4.181141 -3.192327 1.148593 -0.04 0.01 -0.04 0.1063
H 0.952591 -3.180072 -1.797280 -0.03 -0.06 0.04 0.1336
H -1.014513 -3.485566 -3.235288 -0.04 0.06 0.02 0.1222
H -3.318956 -2.807680 -3.924345 0.03 0.00 0.04 0.1220
H -4.388559 -0.859710 -2.770239 0.06 0.00 0.01 0.1265
H -3.093713 0.354273 -1.053980 0.03 0.01 0.02 0.1096
N -3.805617 2.222005 2.104479 -0.04 -0.53 -0.19 0.1422
C -2.549191 1.996721 2.221816 -0.05 0.32 0.21 -0.6589
O -1.885572 1.253785 1.402435 -0.39 0.13 -0.12 -0.3561
C -1.778936 2.629949 3.380290 0.31 -0.12 -0.22 -0.4761
I 0.307218 2.124273 3.319379 -0.08 0.20 0.17 0.9725
H -4.660288 1.014448 1.271924 -0.16 0.19 -0.27 0.0434
H -4.192166 2.816580 2.829158 0.08 0.01 0.00 0.0875
H -2.147849 2.276507 4.336584 -0.04 -0.03 0.06 0.0546
H -1.834699 3.712822 3.344522 -0.01 0.04 -0.01 0.0580
N 0.283596 -1.537441 2.943325 -0.29 -0.05 -0.10 0.0702
C -1.100370 -1.603059 2.734159 -0.04 -0.27 0.15 -0.3749
C -1.592382 -2.246745 1.598350 -0.12 -0.02 0.07 -0.0681
C -2.931254 -2.115761 1.260912 -0.11 -0.11 0.09 -0.0457
C -3.775462 -1.388218 2.078361 -0.07 -0.12 -0.13 -0.2650
C -3.324201 -0.873879 3.285723 -0.10 0.13 0.01 -0.0408
C -1.986510 -0.965411 3.603965 0.09 -0.01 0.15 -0.0369
S -5.394794 -0.996175 1.489805 0.07 -0.16 0.03 0.5787
O -6.208797 -0.681445 2.619776 -0.01 0.03 0.02 -0.2602
O -5.788910 -1.986280 0.538067 0.01 0.05 0.02 -0.2681
O -5.081407 0.295192 0.671589 0.14 0.27 0.17 -0.1945
H 0.537892 -1.277234 3.882693 0.15 0.13 0.07 0.0927
H 0.786964 -2.361333 2.649161 0.11 -0.06 -0.10 0.0966
H -0.941428 -2.885663 1.018446 0.09 0.06 -0.10 0.1103
H -3.340246 -2.591119 0.376305 0.07 0.03 0.01 0.1240
H -4.028363 -0.384040 3.947924 0.04 -0.01 -0.03 0.1296
H -1.611125 -0.553002 4.533811 -0.01 0.02 -0.01 0.1193
C 2.030900 0.263855 -3.342693 0.02 0.01 -0.05 0.0164
N 3.154255 1.178017 -2.988685 -0.16 0.10 -0.08 -0.1619
C 3.505450 2.052424 -4.142475 0.00 0.03 -0.02 0.0075
C 2.888039 1.947436 -1.689600 -0.13 0.19 0.08 -0.1057
C 1.588799 2.703171 -1.688850 0.05 -0.08 -0.19 -0.2904
C 1.589950 3.959383 -2.300438 0.01 0.04 0.01 -0.0672
C 0.417376 4.683986 -2.437521 0.02 0.05 -0.03 -0.0743
C -0.756713 4.139280 -1.945766 -0.02 0.08 -0.04 -0.0784
C -0.728153 2.914476 -1.291307 -0.18 -0.22 0.13 -0.1557
C 0.429235 2.133586 -1.115246 0.20 0.09 -0.02 -0.2126
H 2.327203 -0.350948 -4.190284 0.05 0.03 0.01 0.1107
H 1.162776 0.863264 -3.596073 -0.02 0.08 0.02 0.1113
H 1.794885 -0.356917 -2.485609 0.05 -0.02 0.09 0.0753
H 3.964702 0.596471 -2.791897 0.09 -0.06 0.04 0.1787
H 2.636171 2.646386 -4.405016 -0.06 0.01 0.04 0.1008
H 3.795956 1.431635 -4.986861 -0.01 -0.05 0.03 0.1064
H 4.326922 2.708043 -3.865653 0.01 -0.03 0.05 0.1087
H 3.746894 2.604380 -1.552089 0.06 -0.02 -0.10 0.1363
H 2.893069 1.197461 -0.908656 0.04 -0.17 0.12 0.0198
H 2.523032 4.393906 -2.651320 -0.04 -0.05 -0.01 0.1113
H 0.421832 5.657040 -2.915237 0.01 -0.06 0.04 0.1094
H -1.691136 4.678604 -2.052354 0.03 -0.03 0.02 0.1095
H -1.679920 2.562853 -0.895775 0.01 -0.02 0.05 0.0718
```
Positions in Å, forces in eV/Å.

Maximum force = 0.57 eV/Å
Charge = +1
Molecular weight = 821.947 u
2S+1 = 6
Calculated total energy = -91667.826 eV
E_LUMO (spin up / spin down) = -3.4 / -3.3 eV
Gap between HOMO and LUMO (spin up / spin down) = 7.43 / 7.48 eV